{
  "formula": "C5H11NO",
  "method": "the ωB97M-V functional and the def2-TZVPD basis",
  "smiles": "C[C@H]1CN1CCO",
  "orbital_gap_ev": 10.38,
  "e_homo_ev": -9.3,
  "total_energy_ha": -327.05364,
  "species": ["C", "C", "C", "N", "C", "C", "O", "H", "H", "H", "H", "H", "H", "H", "H", "H", "H", "H"],
  "positions_angstrom": [[1.851053, -0.146436, -1.547794], [1.174808, -0.689680, -0.315172], [1.222785, -0.074168, 1.037937], [0.073252, 0.104229, 0.172195], [-1.225084, -0.506633, 0.434272], [-2.251295, 0.616668, 0.373208], [-1.963000, 1.606999, 1.333211], [1.182269, -0.282193, -2.406101], [2.796080, -0.652587, -1.767647], [2.033252, 0.926625, -1.437367], [1.034308, -1.774164, -0.302567], [1.810420, 0.824067, 1.225208], [1.132967, -0.742932, 1.895810], [-1.438234, -1.250953, -0.344051], [-1.266628, -1.010051, 1.411184], [-2.234921, 1.037540, -0.644163], [-3.262334, 0.253386, 0.577686], [-1.046405, 1.866379, 1.158738]],
  "forces_ev_per_a": [[0.0753, 0.0176, -0.0008], [0.0368, -0.1150, -0.1581], [0.1665, 0.0325, 0.2008], [-0.1216, 0.0562, -0.0968], [-0.0594, -0.0583, 0.0454], [-0.1809, -0.2934, -0.1921], [0.2207, 0.1685, 0.0365], [0.1388, 0.0119, 0.0888], [-0.0888, 0.0606, 0.0812], [0.0102, -0.1499, 0.0035], [-0.0700, 0.1630, -0.0224], [-0.0624, -0.1607, -0.0656], [-0.0567, 0.0812, -0.1644], [-0.0028, 0.1056, 0.0948], [0.0620, 0.0871, -0.0842], [-0.0396, -0.0407, 0.1544], [0.1160, -0.0145, 0.0115], [-0.1439, 0.0484, 0.0673]],
  "lowdin_charge": [-0.057, -0.347, -0.097, -0.107, -0.183, -0.272, -0.069, 0.076, 0.072, 0.078, 0.138, 0.105, 0.109, 0.121, 0.123, 0.116, 0.116, 0.077]
}